17 unconnected molecules or ions with the total composition C34H102O34. Source: the OMol25 dataset; level of theory: ωB97M-V with the def2-TZVPD basis set.

Properties
Net charge ... 0
2S+1 ... 1
E_tot ... -3914.4179 a.u.
Strongest force on any atom ... 3.78 eV/Å
LUMO energy ... 0.2294 eV

Atoms and positions in Å:
C  1.95874  -0.93579  5.60594
C  1.78475  -1.18705  7.13989
O  2.31945  -0.24923  8.00929
O  1.12525  0.11865  5.11291
H  1.71030  -1.87262  5.10722
H  2.99652  -0.65881  5.42048
H  2.14695  -2.18658  7.38040
H  0.72125  -1.18488  7.37875
H  3.14345  -0.53820  8.40818
H  1.68282  0.86270  4.87394
C  0.09302  4.87606  0.75469
C  -0.27092  6.03113  1.74064
O  -1.69643  5.96257  1.94827
O  -0.23503  3.57784  1.30025
H  1.15659  4.88581  0.51635
H  -0.51902  4.97687  -0.14161
H  -0.09424  7.07430  1.47856
H  0.27976  5.96451  2.67894
H  -1.97806  6.37410  1.12795
H  -1.18747  3.47055  1.24600
C  -8.49803  -0.14814  0.96739
C  -6.98021  -0.08211  1.10023
O  -6.42968  0.41801  -0.11046
O  -9.06307  -0.58574  2.23690
H  -8.83686  -0.88111  0.23522
H  -8.99358  0.80976  0.80942
H  -6.57032  -1.09092  1.14919
H  -6.76926  0.38263  2.06335
H  -6.76517  -0.14343  -0.81319
H  -9.99464  -0.72535  2.05176
C  4.87569  -3.66594  1.21480
C  4.10926  -2.29864  1.13674
O  4.19246  -1.43620  2.24700
O  6.25712  -3.61449  1.16368
H  4.57057  -4.27406  0.36322
H  4.61175  -4.28438  2.07268
H  3.05416  -2.47972  0.93163
H  4.59188  -1.76378  0.31875
H  5.01792  -0.98989  2.04443
H  6.58927  -3.67393  2.06243
C  -1.38895  -5.16849  -3.34149
C  -1.60288  -4.90860  -1.82195
O  -2.68801  -3.95859  -1.57586
O  -0.80100  -3.97999  -3.89111
H  -2.37098  -5.38294  -3.76306
H  -0.87565  -6.12828  -3.40005
H  -0.73322  -4.41547  -1.38764
H  -1.84863  -5.82260  -1.28129
H  -2.45371  -3.17225  -2.07422
H  -1.09626  -3.99967  -4.80437
C  -3.65849  2.35114  -0.01997
C  -4.87730  3.26247  -0.29139
O  -5.83118  2.92958  0.62491
O  -2.89510  2.77819  1.07791
H  -3.00517  2.34408  -0.89245
H  -3.86961  1.28856  0.10017
H  -5.32474  3.22578  -1.28464
H  -4.64425  4.32658  -0.32947
H  -6.02764  2.00472  0.45871
H  -3.46919  2.68530  1.84171
C  -1.15847  0.31796  -6.35770
C  -0.40584  -0.41261  -5.27112
O  0.98892  -0.23706  -5.29646
O  -1.27558  1.69127  -6.09583
H  -2.12521  -0.18186  -6.41842
H  -0.67311  0.21970  -7.32872
H  -0.47502  -1.49689  -5.35854
H  -0.86849  -0.13581  -4.32379
H  1.36048  -0.73015  -4.56134
H  -0.33765  1.85346  -5.97101
C  3.70740  2.51562  -1.71722
C  2.37762  2.17143  -2.49641
O  2.14329  3.18056  -3.42635
O  3.50285  3.76318  -1.08043
H  4.61476  2.68553  -2.29682
H  4.08401  1.71872  -1.07596
H  1.54857  2.08406  -1.79418
H  2.44775  1.25297  -3.07917
H  2.09496  3.96917  -2.88104
H  3.27357  3.62093  -0.15914
C  -3.78280  -0.71070  -2.52733
C  -4.35612  0.30912  -3.52835
O  -3.45896  1.39809  -3.58091
O  -2.53948  -1.24717  -3.08986
H  -4.43726  -1.55782  -2.32198
H  -3.54599  -0.33497  -1.53192
H  -5.33799  0.69018  -3.24758
H  -4.53721  0.04045  -4.56908
H  -2.69408  0.89736  -3.87388
H  -1.94514  -1.43755  -2.36040
C  -3.24135  -4.52344  1.62814
C  -2.77726  -3.34157  2.52032
O  -1.85179  -2.55974  1.93444
O  -4.20155  -3.99507  0.73832
H  -3.65637  -5.27508  2.29964
H  -2.43798  -4.99033  1.05831
H  -2.31905  -3.83361  3.37824
H  -3.62035  -2.79579  2.94391
H  -1.64880  -1.78197  2.45929
H  -3.69805  -3.82741  -0.06167
C  3.43684  1.90358  3.64612
C  3.31242  1.75369  2.09746
O  2.78090  2.91297  1.47977
O  2.27369  2.43328  4.18887
H  4.30254  2.53240  3.85406
H  3.81189  1.04036  4.19592
H  2.70185  0.92826  1.73143
H  4.29564  1.43248  1.75365
H  1.91243  3.09942  1.84394
H  2.32442  3.38935  4.11841
C  2.77341  -2.62834  -2.93785
C  3.62961  -1.39052  -3.32479
O  4.93449  -1.85580  -3.26200
O  1.40285  -2.46723  -3.21951
H  2.94539  -2.82533  -1.87968
H  3.17241  -3.50236  -3.45262
H  3.49399  -0.54618  -2.64892
H  3.40975  -0.99102  -4.31482
H  5.55175  -1.23849  -3.66140
H  0.96461  -3.31722  -3.30350
C  8.00897  -0.75438  0.00578
C  7.06241  0.39353  0.25827
O  6.54922  0.10423  1.61405
O  9.02356  -0.76730  1.01807
H  8.52616  -0.66331  -0.94938
H  7.62858  -1.76863  -0.11545
H  6.27825  0.40859  -0.49866
H  7.76079  1.23012  0.23628
H  7.32084  -0.21988  2.08433
H  9.74211  -0.21673  0.69846
C  -0.91628  -0.22669  -0.29348
C  0.44550  -0.05159  0.28604
O  1.35850  -0.18524  -0.82307
O  -1.03254  -1.62757  -0.62275
H  -1.03997  0.38932  -1.18417
H  -1.62286  0.12093  0.46018
H  0.75641  -0.76021  1.05370
H  0.63568  0.89677  0.78860
H  1.09793  -1.00140  -1.25617
H  -1.40117  -2.10726  0.12264
C  -1.95785  0.69852  3.44099
C  -3.43858  0.38702  3.41908
O  -4.11795  1.62837  3.44604
O  -1.22054  -0.49399  3.75941
H  -1.72436  1.44384  4.20131
H  -1.71287  1.18805  2.49841
H  -3.85194  -0.15225  4.27139
H  -3.60727  -0.17614  2.50121
H  -4.44845  1.86796  4.31493
H  -0.44707  -0.26852  4.28143
C  1.03497  -3.48586  2.74683
C  0.97513  -4.64815  1.63096
O  1.77899  -4.42522  0.43197
O  2.37807  -3.40093  3.21262
H  0.27885  -3.73198  3.49235
H  0.89212  -2.52516  2.25210
H  -0.07417  -4.65065  1.33591
H  1.38568  -5.55081  2.08345
H  1.59640  -5.14604  -0.17523
H  2.86621  -2.89068  2.56225
C  -1.35769  5.24804  -3.49038
C  -0.73009  5.39310  -4.89102
O  -1.24603  6.55425  -5.59171
O  -0.81742  6.27418  -2.70896
H  -1.18645  4.25999  -3.06314
H  -2.43924  5.36476  -3.55917
H  -0.87288  4.48527  -5.47717
H  0.35683  5.47334  -4.90747
H  -1.33526  7.30627  -5.00170
H  0.04774  6.05011  -2.35841

Force components x, y, z for each atom (eV/Å):
C -0.1 0.2 1.4
C -0.8 -0.6 -1.0
O 0.7 1.2 0.5
O -0.1 -0.7 0.3
H 0.1 0.1 -0.2
H 0.1 -0.3 -0.1
H 0.2 -0.2 -0.2
H -0.3 -0.2 -0.4
H 0.0 -0.1 -0.2
H -0.3 0.4 0.0
C -0.4 0.1 0.8
C -0.5 -0.6 0.1
O 0.7 0.1 0.1
O 1.4 1.0 0.0
H 0.0 -0.1 -0.1
H 0.2 0.4 -0.3
H 0.6 -0.2 -1.0
H -0.3 -0.6 0.3
H -0.8 0.0 0.0
H -0.7 -0.1 0.1
C -1.0 -0.3 1.5
C -1.2 -1.9 -0.4
O 0.3 0.9 0.3
O 0.6 -0.1 -0.4
H 0.3 0.1 -0.5
H 0.6 0.3 -0.7
H -0.3 -0.3 0.6
H 0.7 0.9 -0.6
H 0.0 0.0 -0.1
H -0.1 -0.1 0.3
C -1.7 -0.4 0.1
C 1.0 -0.9 -0.7
O 0.3 -0.3 0.3
O 1.5 0.7 0.1
H -0.3 0.3 -0.3
H -0.6 0.3 0.3
H 0.1 -0.1 -0.5
H -0.4 -0.1 -0.6
H 0.5 0.7 0.6
H 0.2 0.1 -0.1
C -1.0 0.2 2.3
C -0.7 1.1 -0.6
O 0.5 -1.2 -0.4
O -0.3 -1.5 -0.1
H -0.1 0.3 -0.2
H 1.0 0.3 -0.5
H 0.5 -0.4 0.0
H 0.0 0.0 -0.1
H -0.1 0.3 -0.2
H 0.3 0.5 -0.3
C 0.6 0.7 -1.9
C 0.9 -0.6 -1.2
O -1.4 0.8 1.9
O 0.2 0.2 0.1
H 0.2 0.3 -0.1
H -0.9 0.0 0.1
H 0.4 -1.0 -0.7
H 0.5 0.1 1.1
H -0.3 -0.1 -0.2
H -0.2 0.1 0.7
C 0.2 -1.1 -0.4
C 0.1 -1.2 0.2
O 0.6 1.5 -0.4
O 0.2 0.0 0.4
H -0.3 0.4 0.0
H 0.1 -0.5 -0.2
H -1.1 -0.2 -0.2
H 0.2 0.1 0.2
H -0.1 -0.2 0.2
H 0.2 1.2 0.3
C -0.4 -0.1 -0.4
C 1.8 -0.5 0.4
O -0.4 0.7 -0.4
O 0.1 0.3 0.0
H -0.4 0.0 -1.1
H -0.7 -0.2 0.7
H 0.1 -0.1 0.2
H 0.1 -0.1 0.2
H 0.1 0.5 -0.1
H -0.2 -0.2 0.4
C 0.4 -1.2 -0.8
C -0.4 0.6 0.8
O 0.1 -0.1 0.1
O -1.2 0.4 -0.2
H -0.4 -0.1 -0.3
H -0.2 0.8 -0.2
H 0.0 0.0 0.7
H 0.3 -1.2 0.0
H 1.0 0.8 -0.2
H 0.5 0.2 0.5
C -0.3 1.9 0.6
C -0.6 -3.0 1.7
O 1.3 1.3 -2.4
O -0.4 -0.6 0.0
H -0.4 -0.1 -0.2
H 0.4 0.1 0.2
H 0.2 -0.2 0.6
H -0.4 0.0 -0.4
H 0.3 0.4 0.7
H -0.1 0.1 -0.7
C 1.5 0.2 -1.5
C -0.2 -1.3 0.8
O 1.2 0.5 0.1
O -0.6 0.3 0.6
H -0.1 0.8 -0.3
H -0.9 -0.8 -0.4
H -0.3 -0.3 0.8
H 0.2 0.9 -0.4
H -0.5 -0.3 0.0
H -0.2 0.0 0.2
C 0.7 0.3 0.0
C -1.1 -0.1 0.0
O 1.5 -0.6 0.2
O 0.1 0.9 0.1
H -0.1 0.1 0.3
H 0.2 0.1 -0.3
H -0.3 -0.1 0.4
H -0.3 -0.3 -0.3
H -0.1 0.1 0.0
H -0.3 -0.1 -0.1
C 1.2 -0.8 -1.5
C 0.7 -2.1 1.3
O -0.5 1.1 -1.4
O -0.3 -0.1 0.2
H 0.0 0.6 -0.4
H -0.7 0.2 0.8
H -0.2 0.3 0.4
H -0.8 0.8 0.2
H 0.3 -0.1 0.2
H 0.1 0.0 0.2
C 0.0 -0.5 1.4
C 1.7 0.5 -0.7
O 0.3 0.3 0.6
O -0.4 0.8 -1.2
H 0.1 -0.2 -0.1
H -0.6 -0.3 -0.1
H -0.7 -0.6 0.1
H -0.3 0.5 -0.5
H 0.0 -0.4 -0.3
H -0.2 -0.2 0.7
C 0.5 -0.3 1.3
C 0.1 0.4 0.9
O -0.6 0.8 -1.3
O -1.0 0.0 -1.2
H -0.2 0.1 0.2
H 0.4 -0.4 -0.3
H 0.7 -0.7 0.0
H -0.7 0.1 -0.1
H 0.2 -0.3 0.0
H 0.8 0.2 0.2
C 2.0 -1.0 -3.1
C 0.0 1.3 0.5
O -0.3 0.8 0.9
O -0.6 -0.6 1.2
H 0.4 0.2 0.2
H -1.0 -0.1 0.1
H -0.1 -0.7 0.0
H -0.6 -0.2 0.2
H 0.0 -0.1 0.1
H -0.1 0.0 0.5
C 1.0 -0.4 -1.4
C -0.5 0.2 -0.3
O -0.1 -1.1 -0.2
O -0.4 1.1 1.3
H 0.2 -0.2 0.0
H 0.0 0.3 0.0
H -0.8 0.2 -0.3
H 0.2 0.1 0.8
H 0.2 -0.2 0.4
H 0.0 -0.2 -0.2

Results of the Mulliken charge analysis, in e, for atoms 1 through 4: C 0.501; C -0.840; O -0.534; O -0.630